The following is a quantum chemistry calculation of a structure of composition C24H48O27Rb3S3 at a distorted geometry, from the OMol25 dataset.

Results
Multiplicity: 1
Orbital gap (hartree): 0.1237
LUMO energy (eV): -4.71
HOMO level (eV): -8.075
Total charge: +1

Atoms and positions in Å:
Rb  5.27  -3.85  3.59
Rb  1.59  -0.98  7.24
Rb  -0.75  -5.46  4.44
S  0.94  -1.45  2.20
O  1.29  -2.77  1.70
O  -0.07  -1.60  3.18
O  2.07  -0.88  2.93
O  0.50  -0.63  1.08
C  5.01  7.74  4.45
C  5.28  6.24  4.23
O  4.92  5.48  5.39
C  5.18  4.16  5.55
O  4.49  3.50  6.35
O  6.07  3.69  4.66
C  6.45  2.34  4.65
H  5.18  8.27  3.51
H  5.67  8.17  5.21
H  3.96  7.84  4.73
H  6.35  6.11  4.09
H  4.64  5.82  3.46
H  7.49  2.26  4.33
H  5.86  1.78  3.92
H  6.36  1.94  5.66
C  -6.02  -1.59  0.45
C  -5.26  -2.45  1.43
O  -5.95  -3.69  1.22
C  -6.11  -4.63  2.16
O  -5.63  -4.58  3.29
O  -6.90  -5.63  1.68
C  -6.95  -6.86  2.48
H  -6.33  -2.10  -0.46
H  -5.33  -0.82  0.10
H  -6.77  -0.98  0.96
H  -5.16  -2.08  2.45
H  -4.23  -2.54  1.07
H  -7.36  -6.53  3.44
H  -6.06  -7.48  2.57
H  -7.67  -7.57  2.06
C  -1.80  -7.96  -1.14
C  -2.09  -8.03  0.33
O  -2.49  -9.36  0.55
C  -2.47  -9.89  1.81
O  -2.05  -9.41  2.87
O  -3.08  -11.03  1.68
C  -3.04  -11.97  2.72
H  -1.01  -8.67  -1.35
H  -1.53  -6.96  -1.48
H  -2.66  -8.37  -1.68
H  -3.01  -7.49  0.54
H  -1.19  -7.64  0.81
H  -3.89  -11.86  3.39
H  -2.11  -11.73  3.22
H  -3.04  -12.95  2.25
C  3.38  4.17  -2.35
C  3.60  4.34  -3.85
O  5.02  4.42  -4.18
C  5.46  4.52  -5.46
O  4.74  4.28  -6.45
O  6.76  4.62  -5.53
C  7.41  4.57  -6.74
H  3.23  3.15  -1.99
H  2.52  4.72  -1.99
H  4.31  4.51  -1.89
H  3.22  5.32  -4.13
H  3.15  3.57  -4.47
H  6.84  3.93  -7.41
H  8.41  4.14  -6.68
H  7.50  5.55  -7.21
C  -6.32  4.63  -7.04
C  -6.34  4.36  -5.59
O  -5.45  3.28  -5.37
C  -4.56  3.36  -4.31
O  -4.34  4.36  -3.55
O  -3.89  2.22  -4.27
C  -2.69  1.98  -3.49
H  -6.61  3.80  -7.69
H  -5.27  4.77  -7.33
H  -6.98  5.48  -7.20
H  -7.36  4.20  -5.23
H  -5.91  5.25  -5.15
H  -2.54  0.91  -3.39
H  -2.60  2.32  -2.46
H  -1.87  2.47  -4.02
C  -2.14  3.66  3.58
C  -0.66  3.81  3.92
O  -0.41  5.13  3.77
S  -1.69  6.08  4.23
O  -1.71  7.32  3.49
O  -1.70  6.26  5.70
O  -2.73  4.91  3.80
H  -2.59  2.96  4.29
H  -2.39  3.38  2.55
H  -0.11  3.21  3.19
H  -0.59  3.51  4.96
C  3.21  -1.95  -2.90
C  4.33  -2.00  -1.90
O  5.51  -1.90  -2.69
S  5.28  -2.62  -4.15
O  5.17  -4.08  -4.15
O  6.24  -2.10  -5.09
O  3.75  -1.92  -4.19
H  2.68  -1.00  -2.80
H  2.35  -2.58  -2.69
H  4.36  -2.94  -1.36
H  4.46  -1.22  -1.15

Atom charges from the Mulliken analysis, given in e for atoms 1 to 6:
1 Rb 0.962
2 Rb 0.970
3 Rb 0.961
4 S 1.203
5 O -0.818
6 O -0.794